[1]
Formula: C6H12N2
Source: the OMol25 dataset
Level of theory: ωB97M-V/def2-TZVPD

Geometry as XYZ:
```
20
Properties=species:S:1:pos:R:3:forces:R:3
C 0.3598 1.9620 -0.2751 0.230 1.055 0.515
C -0.3195 -1.9514 -1.7209 1.513 0.077 0.980
C -0.7498 1.3309 1.8957 -0.463 1.439 1.227
C 1.2024 -0.5957 0.8015 1.919 1.009 0.335
C -0.2523 -0.4683 -1.2712 2.022 -1.278 -1.102
C -0.5289 1.1089 0.4159 -1.294 -1.372 1.826
N 1.1938 2.5453 -0.7771 1.207 1.017 -0.953
N -0.0439 -0.2497 0.2383 -2.490 -0.356 -3.620
H 0.5675 -2.4818 -1.1944 -1.599 0.446 -1.266
H -1.2443 -2.3805 -1.4598 -1.054 -0.818 1.027
H -0.3355 -2.1037 -2.8163 0.760 0.474 0.450
H 0.1921 1.7038 2.2635 0.437 -0.473 0.906
H -1.1138 0.3873 2.3418 0.581 0.448 -0.165
H -1.4690 2.1309 2.2540 0.536 -0.766 -1.149
H 2.0444 0.1984 0.5405 -1.254 -1.580 0.487
H 1.0837 -0.6551 1.9143 0.369 -0.015 -0.921
H 1.4706 -1.5869 0.4045 0.205 0.456 0.364
H 0.6106 -0.1329 -1.9839 -1.178 0.491 1.714
H -1.1727 0.0549 -1.5505 0.338 -0.136 0.033
H -1.4952 1.1835 -0.0211 -0.785 -0.116 -0.688
```
Forces are in eV/Å.

Values from the calculation:
Gap between HOMO and LUMO: 10.0 eV
ΔE to the lowest compared entry with this formula, charge and spin: 185.07 kJ/mol
SMILES string: CCN(C)[C@@H](C)C#N
LUMO energy: 0.032 Ha
HOMO energy: -9.10 eV

Charges per atom according to Mulliken partitioning, unit e: number 1, C, carries 0.414; number 2, C, carries -1.116; number 3, C, carries -1.532; number 4, C, carries -0.836; number 5, C, carries -0.337; number 6, C, carries 0.284; number 7, N, carries -0.520; number 8, N, carries -0.031; number 9, H, carries 0.230; number 10, H, carries 0.325; number 11, H, carries 0.360; number 12, H, carries 0.372; number 13, H, carries 0.337; number 14, H, carries 0.364; number 15, H, carries 0.294; number 16, H, carries 0.241; number 17, H, carries 0.301; number 18, H, carries 0.265; number 19, H, carries 0.254; number 20, H, carries 0.329


[2]
Formula: C6H12N2
Source: the OMol25 dataset
Level of theory: ωB97M-V/def2-TZVPD

Geometry as XYZ:
```
20
Properties=species:S:1:pos:R:3:forces:R:3
C -2.9819 0.9654 -1.6288 0.123 -0.743 -2.173
C -1.6552 1.2391 -2.4027 -1.076 -0.004 1.005
H -3.8718 1.0152 -2.2719 0.077 1.397 0.087
H -3.1356 -0.1187 -1.5105 0.905 0.213 1.325
H -2.9451 1.6321 -0.7818 -0.834 -0.410 0.524
H -0.9073 1.1814 -1.6134 0.488 -0.118 -0.450
H -1.6068 2.2414 -2.8287 -0.136 -0.061 -0.036
H -1.5318 0.5020 -3.1787 0.420 -0.211 -0.303
C 2.0183 0.4201 2.4678 1.727 -0.753 -0.241
C 1.5795 -0.1431 -0.0757 -0.573 0.515 1.021
C 1.3662 -0.1848 1.2753 -0.704 -0.389 0.448
C -0.2757 -1.2945 0.3887 1.104 1.070 -0.207
N 0.4963 -0.7891 -0.6205 0.355 -0.241 -0.972
N 0.2327 -0.9214 1.5448 -0.571 -0.588 -0.410
H 2.3233 0.3914 -0.6308 0.022 -0.043 -0.340
H 0.3038 -0.7105 -1.6136 -0.194 -0.518 0.422
H 1.5632 -0.0044 3.3578 -0.500 0.648 0.049
H 2.1139 1.5013 2.4065 -0.427 0.072 0.348
H -1.1370 -1.9014 0.1821 -0.180 0.004 0.192
H 3.0516 0.0514 2.5737 -0.026 0.158 -0.289
```
Forces are in eV/Å.

Values from the calculation:
Gap between HOMO and LUMO: 9.4 eV
ΔE to the lowest compared entry with this formula, charge and spin: 66.41 kJ/mol
SMILES string: Cc1c[nH]cn1.CC
LUMO energy: 0.032 Ha
HOMO energy: -8.55 eV

Charges per atom according to Mulliken partitioning, unit e: number 1, C, carries -0.897; number 2, C, carries -0.622; number 3, H, carries 0.348; number 4, H, carries 0.231; number 5, H, carries 0.286; number 6, H, carries 0.036; number 7, H, carries 0.320; number 8, H, carries 0.295; number 9, C, carries -1.039; number 10, C, carries -0.758; number 11, C, carries 0.718; number 12, C, carries -0.215; number 13, N, carries -0.069; number 14, N, carries -0.575; number 15, H, carries 0.378; number 16, H, carries 0.267; number 17, H, carries 0.318; number 18, H, carries 0.256; number 19, H, carries 0.426; number 20, H, carries 0.295


[3]
Formula: C6H12N2
Source: the OMol25 dataset
Level of theory: ωB97M-V/def2-TZVPD

Geometry as XYZ:
```
20
Properties=species:S:1:pos:R:3:forces:R:3
C -0.1350 -1.0745 -0.6259 2.122 1.250 2.191
C 0.5508 -2.0440 1.6214 1.391 1.060 -0.939
C 1.0473 -1.4548 0.3603 -0.677 -1.115 -1.758
C -0.2130 0.4481 -0.7112 3.310 -0.868 -2.160
C -0.9260 0.8020 -2.0356 -0.548 2.572 1.930
C -0.1443 2.0351 1.0268 2.813 0.678 0.890
N 1.1151 -0.7090 1.5761 0.169 0.309 -0.283
N -0.7483 0.9264 0.4647 -1.376 -0.033 0.258
H -0.0066 -1.4856 -1.5841 0.116 -0.891 -1.100
H -0.9524 -1.4384 -0.0700 -1.592 -0.407 -0.193
H -0.4747 -2.0973 1.7458 -2.012 -0.125 0.269
H 1.1007 -2.7052 2.1970 1.093 -1.350 1.045
H 1.9407 -1.8361 -0.2012 -0.466 0.639 1.040
H 0.9103 0.7988 -0.8970 -1.828 -0.322 0.525
H -1.0462 1.9564 -1.9697 0.468 -1.746 -0.886
H -1.9663 0.4634 -1.8992 0.413 -0.430 -0.929
H -0.2624 0.4295 -2.8433 -1.113 0.366 0.207
H -0.7910 2.6267 1.5991 -1.497 0.963 0.576
H 0.5158 1.6304 1.8669 -0.208 0.465 -1.070
H 0.4854 2.7282 0.3790 -0.576 -1.013 0.387
```
Forces are in eV/Å.

Values from the calculation:
Gap between HOMO and LUMO (spin up / spin down): 9.3 / 8.5 eV
ΔE to the lowest compared entry with this formula, charge and spin: 539.51 kJ/mol
LUMO energy (spin up / spin down): 0.000 / -0.009 Ha
HOMO energy (spin up / spin down): -9.31 / -8.73 eV

Charges per atom according to Mulliken partitioning, unit e: number 1, C, carries -1.369; number 2, C, carries -0.573; number 3, C, carries 0.166; number 4, C, carries 0.746; number 5, C, carries -1.341; number 6, C, carries -0.784; number 7, N, carries -0.386; number 8, N, carries -0.546; number 9, H, carries 0.505; number 10, H, carries 0.416; number 11, H, carries 0.232; number 12, H, carries 0.326; number 13, H, carries 0.337; number 14, H, carries 0.294; number 15, H, carries 0.293; number 16, H, carries 0.362; number 17, H, carries 0.379; number 18, H, carries 0.369; number 19, H, carries 0.310; number 20, H, carries 0.265


[4]
Formula: C6H12N2
Source: the OMol25 dataset
Level of theory: ωB97M-V/def2-TZVPD

Geometry as XYZ:
```
20
Properties=species:S:1:pos:R:3:forces:R:3
C 0.5237 -1.4115 -2.3225 -1.081 2.406 -0.264
C -0.3874 -0.8281 -1.2393 -0.073 1.570 -0.508
C -0.6786 -1.2216 0.0761 -1.406 2.965 -1.722
C -1.5865 0.9100 -0.4788 0.724 -3.952 0.708
N -0.9557 0.4749 -1.5492 0.394 -1.057 0.697
N -1.4878 -0.1260 0.4791 -0.541 1.076 2.189
H 0.7648 -2.3416 -1.9858 1.029 -2.826 0.681
H 1.4568 -0.8038 -2.3916 -0.772 -0.381 -0.139
H -0.5400 -2.0441 0.7914 0.186 0.440 -0.895
H -2.2897 1.7358 -0.3020 0.782 -0.282 -0.366
H -1.7834 0.0331 1.4698 0.358 -0.435 -1.447
H 0.0404 -1.5285 -3.3296 0.343 0.445 1.035
C 1.6075 1.7477 2.3218 3.259 -0.391 -0.830
C 1.9693 0.2164 1.8333 -0.008 3.088 -0.604
H 1.0877 2.2119 1.4557 -0.205 -0.461 0.907
H 1.0204 1.5395 3.2049 -0.225 1.050 0.256
H 2.5402 2.4906 2.4826 -2.048 -1.948 0.099
H 2.3228 0.3652 0.8169 -1.055 -0.347 -0.727
H 2.8110 -0.3815 2.1361 0.081 0.050 1.645
H 0.9844 -0.1966 1.9984 0.258 -1.009 -0.714
```
Forces are in eV/Å.

Values from the calculation:
Gap between HOMO and LUMO: 9.5 eV
ΔE to the lowest compared entry with this formula, charge and spin: 183.12 kJ/mol
SMILES string: Cc1c[nH]cn1.CC
LUMO energy: 0.031 Ha
HOMO energy: -8.66 eV

Charges per atom according to Mulliken partitioning, unit e: number 1, C, carries -1.049; number 2, C, carries 0.705; number 3, C, carries -0.703; number 4, C, carries -0.111; number 5, N, carries -0.638; number 6, N, carries -0.073; number 7, H, carries 0.364; number 8, H, carries 0.227; number 9, H, carries 0.396; number 10, H, carries 0.354; number 11, H, carries 0.244; number 12, H, carries 0.280; number 13, C, carries -0.806; number 14, C, carries -0.624; number 15, H, carries 0.209; number 16, H, carries 0.288; number 17, H, carries 0.270; number 18, H, carries 0.202; number 19, H, carries 0.390; number 20, H, carries 0.075


[5]
Formula: C6H12N2
Source: the OMol25 dataset
Level of theory: ωB97M-V/def2-TZVPD

Geometry as XYZ:
```
20
Properties=species:S:1:pos:R:3:forces:R:3
C -1.4317 1.2547 -0.1992 -0.031 0.351 -0.136
C 0.9697 1.8706 -1.7267 0.553 -1.041 0.077
C -0.1770 0.5102 -0.3092 -1.139 -2.840 2.446
C 0.8600 -0.0589 -0.6769 0.828 2.812 -2.179
C -0.4823 -1.1419 1.0781 -0.191 1.163 -0.219
N 1.9996 -0.7327 -0.7273 0.142 -0.384 0.156
N -1.6381 -1.8658 0.8470 -0.135 -0.143 0.094
C 0.1915 -1.1249 2.2317 -0.103 -0.086 -0.083
H 2.4246 -0.9595 0.1617 -0.104 -0.043 -0.022
H 2.0762 -1.4544 -1.4287 -0.019 0.082 0.079
H -1.7769 -2.1954 -0.0953 0.009 0.019 0.074
H -1.9112 -2.5519 1.5485 0.094 0.072 -0.130
H -1.3089 2.0615 0.5259 -0.020 -0.017 -0.030
H -2.2270 0.5970 0.1496 0.111 -0.018 -0.038
H -1.7086 1.6947 -1.1587 0.063 0.008 -0.003
H 2.0174 1.6987 -1.9498 0.035 0.136 -0.134
H 0.8334 2.7643 -1.1249 -0.118 -0.105 0.104
H 0.3429 1.8407 -2.6133 0.011 0.030 0.023
H -0.0741 -1.7617 3.0793 0.058 -0.070 -0.073
H 1.0206 -0.4452 2.3883 -0.043 0.073 -0.006
```
Forces are in eV/Å.

Values from the calculation:
Gap between HOMO and LUMO: 7.2 eV
ΔE to the lowest compared entry with this formula, charge and spin: 687.12 kJ/mol
LUMO energy: 0.028 Ha
HOMO energy: -6.41 eV

Charges per atom according to Mulliken partitioning, unit e: number 1, C, carries -1.445; number 2, C, carries -1.285; number 3, C, carries 0.384; number 4, C, carries 0.467; number 5, C, carries 0.232; number 6, N, carries -0.412; number 7, N, carries -0.502; number 8, C, carries -1.039; number 9, H, carries 0.283; number 10, H, carries 0.237; number 11, H, carries 0.219; number 12, H, carries 0.197; number 13, H, carries 0.287; number 14, H, carries 0.421; number 15, H, carries 0.348; number 16, H, carries 0.397; number 17, H, carries 0.365; number 18, H, carries 0.319; number 19, H, carries 0.274; number 20, H, carries 0.253


Number 1: total energy -345.25737 a.u., molar mass 112.18 g mol⁻¹. Number 2: total energy -345.30257 a.u., molar mass 112.18 g mol⁻¹. Number 3: total energy -345.12237 a.u., molar mass 112.18 g mol⁻¹. Number 4: total energy -345.25811 a.u., molar mass 112.18 g mol⁻¹. Number 5: total energy -345.06615 a.u., molar mass 112.18 g mol⁻¹.